9
Properties=species:S:1:pos:R:3 method="wB97M-V/def2-TZVPD" relative_energy_ev=8.378 smiles="O=NC(=O)NC1=NO1" e_lumo_ev="-2.33 / -2.40" e_homo_ev="-9.55 / -9.55" max_force_ha_per_bohr=0.094 orbital_gap_ev="7.2240 / 7.1508"
O 2.57324 -0.76526 -0.18501
N 1.71908 -0.10661 0.31476
C 0.87029 0.88866 -0.10794
O 1.03150 2.07984 -0.13554
N -0.54246 0.49511 0.03314
C -1.02924 -0.69567 0.00628
N -0.99330 -1.92229 -0.10981
O -2.34162 -1.12155 -0.03391
H -1.28751 1.14777 0.21803

=====

17
Properties=species:S:1:pos:R:3 method="wB97M-V/def2-TZVPD" relative_energy_ev=1.137 e_lumo_ev=-5.67 e_homo_ev=-10.05 total_charge=+1 max_force_ha_per_bohr=0.017 orbital_gap_ev=4.3823
Na 4.62944 3.53617 1.71218
C -1.47955 0.03150 1.52553
C -2.18801 0.99126 0.83850
C 1.40769 -1.61100 -0.32407
C 1.25238 -0.88767 -1.52581
C 0.56801 -1.39920 0.75869
C 0.25200 0.06376 -1.66843
C -0.45669 -0.44157 0.64730
C -0.59354 0.27534 -0.57464
N -1.65435 1.13613 -0.42238
H -1.67766 -0.29245 2.54725
H -3.04230 1.59208 1.15045
H 2.21130 -2.35553 -0.24999
H 1.93549 -1.08109 -2.36340
H 0.69970 -1.96882 1.68809
H 0.13238 0.62578 -2.60407
H -1.99627 1.78537 -1.13519

=====

138
Properties=species:S:1:pos:R:3 method="wB97M-V/def2-TZVPD" e_lumo_ev=-3.44 e_homo_ev=-10.93 total_charge=+1 max_force_ha_per_bohr=0.028 orbital_gap_ev=7.4934
C -1.18680 -4.09915 3.98448
C -1.20830 -2.61343 4.38390
C 0.13039 -2.04450 4.86237
C 1.31386 -2.26812 3.93195
C 1.17326 -1.54894 2.58136
C 0.67210 -2.42928 1.43228
C 0.20458 -1.54114 0.28620
C 0.25627 -2.18649 -1.10070
C 1.63366 -2.73308 -1.50496
C 2.83168 -1.86983 -1.05583
C 3.83411 -2.72506 -0.28456
C 5.13824 -1.98957 0.02066
C 4.99984 -1.22702 1.36097
C 6.07519 -1.57112 2.34762
C 6.03131 -2.55430 3.42921
C 5.99757 -3.99298 2.91627
N 7.09404 -0.82486 2.14116
C 6.84389 0.12301 1.04933
C 5.34573 0.29509 1.23226
C 4.62316 1.09625 0.15406
O 5.21420 2.38385 0.08031
C 4.32077 3.47441 0.30567
C 3.39138 3.73692 -0.87374
P 4.82341 1.18705 2.83728
O 4.08955 -0.01948 3.71682
Cl 6.58850 1.61137 3.83553
H -0.19242 -4.45725 3.74550
H -1.59680 -4.72619 4.76550
H -1.75941 -4.21824 3.07188
H -1.61273 -1.99465 3.58643
H -1.89946 -2.52601 5.21554
H 0.04782 -0.97484 5.03773
H 0.35797 -2.50055 5.82498
H 1.54186 -3.31661 3.75529
H 2.18918 -1.85419 4.43715
H 2.14420 -1.13009 2.28991
H 0.51006 -0.69085 2.66984
H 1.50339 -3.06943 1.14738
H -0.11739 -3.08439 1.77377
H 0.74630 -0.59661 0.27403
H -0.83329 -1.28214 0.48652
H -0.15586 -1.49721 -1.82836
H -0.42753 -3.03029 -1.09187
H 1.77287 -3.76196 -1.19769
H 1.65017 -2.76738 -2.59029
H 2.52851 -0.98106 -0.50839
H 3.36850 -1.51901 -1.93430
H 3.41912 -3.16119 0.62052
H 4.08792 -3.55412 -0.93861
H 5.35637 -1.34190 -0.81944
H 5.93983 -2.72517 0.05765
H 4.00133 -1.44210 1.71270
H 6.92043 -2.40349 4.03628
H 5.17928 -2.36591 4.07727
H 6.04645 -4.64483 3.77920
H 5.07389 -4.21656 2.39766
H 6.85455 -4.24002 2.30197
H 7.95873 -0.86042 2.66862
H 7.41043 1.04451 1.11321
H 7.15707 -0.29959 0.09801
H 3.57099 1.17460 0.43140
H 4.74260 0.64035 -0.82304
H 4.94270 4.34896 0.45153
H 3.70800 3.34584 1.19419
H 2.82873 2.83601 -1.10352
H 2.66468 4.47090 -0.54026
H 3.94187 4.09375 -1.73333
H 3.27305 -0.20628 3.21176
C -5.18527 0.64020 -4.05570
C -5.88586 -0.30123 -3.31259
C -5.25999 -1.46428 -2.89398
C -3.93228 -1.66619 -3.22588
C -3.22071 -0.74235 -3.97125
C -3.85525 0.41648 -4.38696
N -3.25802 -2.88834 -2.76679
O -3.91108 -3.69235 -2.12822
O -2.07792 -3.02599 -3.04678
H -5.67555 1.54832 -4.37789
H -6.92249 -0.12731 -3.05739
H -5.80393 -2.19740 -2.31695
H -2.18630 -0.91726 -4.22779
H -3.31279 1.14823 -4.96970
C -10.62358 4.20468 -3.56658
C -11.03695 3.86543 -4.84816
C -10.11308 3.39474 -5.76791
C -8.78860 3.26706 -5.38756
C -8.36129 3.60791 -4.11619
C -9.28864 4.07996 -3.20234
N -7.81384 2.74575 -6.35630
O -8.21112 2.47178 -7.47063
O -6.65599 2.61130 -5.98537
H -11.34684 4.56700 -2.84734
H -12.07282 3.96653 -5.12573
H -10.42928 3.12918 -6.76612
H -7.32344 3.50942 -3.83407
H -8.97051 4.34870 -2.20403
C -17.13498 0.86544 -7.94508
C -16.27696 0.25894 -7.03725
C -15.33150 1.01469 -6.36471
C -15.26340 2.37415 -6.61177
C -16.10594 2.99381 -7.51730
C -17.04677 2.22990 -8.18711
N -14.27745 3.18340 -5.88529
O -13.53001 2.61230 -5.10508
O -14.25580 4.38253 -6.09604
H -17.87586 0.27269 -8.46519
H -16.34666 -0.80383 -6.85143
H -14.66297 0.54545 -5.65829
H -16.03710 4.05563 -7.70184
H -17.71407 2.69942 -8.89636
C 10.07723 2.85146 0.99245
C 9.72862 2.68403 -0.34187
C 10.70649 2.41398 -1.28595
C 12.02240 2.31239 -0.87509
C 12.38769 2.48381 0.44747
C 11.40504 2.75597 1.38636
N 13.06142 2.00225 -1.87296
O 12.70593 1.87530 -3.03004
O 14.20450 1.88780 -1.47452
H 9.30880 3.05964 1.72772
H 8.69288 2.76399 -0.64789
H 10.44043 2.28444 -2.32467
H 13.42167 2.40605 0.74951
H 11.67523 2.89049 2.42475
C 3.41031 0.74355 7.50795
C 4.13022 -0.25919 6.87130
C 4.17310 -1.53269 7.41335
C 3.48882 -1.78753 8.58660
C 2.77331 -0.80047 9.23786
C 2.73676 0.47369 8.69178
N 3.51651 -3.14892 9.14647
O 4.17316 -3.98683 8.55161
O 2.88100 -3.35402 10.16139
H 3.37292 1.73734 7.08001
H 4.65467 -0.05108 5.95393
H 4.73182 -2.31552 6.92154
H 2.24741 -1.01360 10.15674
H 2.17899 1.25520 9.18890

=====

16
Properties=species:S:1:pos:R:3 method="wB97M-V/def2-TZVPD" relative_energy_ev=4.674 e_lumo_ev="-0.19 / -0.19" e_homo_ev="-9.66 / -9.66" max_force_ha_per_bohr=0.018 orbital_gap_ev="9.4746 / 9.4741"
C -0.04408 -1.68409 2.02099
C -0.39213 -0.22162 1.86449
N 0.67201 0.69597 0.28830
C 0.19463 0.06824 -0.83346
O -0.70151 -0.73598 -0.99277
O 0.92704 0.59400 -1.87982
C 0.22376 1.52138 -2.70014
H 0.95779 -1.84570 2.43414
H -0.76128 -2.14155 2.71770
H -0.13240 -2.19361 1.06115
H -1.35008 -0.01783 1.40490
H -0.22661 0.37911 2.76941
H 0.76301 0.18225 1.23523
H 0.90166 1.82630 -3.50246
H -0.67456 1.07187 -3.13490
H -0.04663 2.40520 -2.11011

=====

18
Properties=species:S:1:pos:R:3 method="wB97M-V/def2-TZVPD" relative_energy_ev=3.072 e_lumo_ev=0.67 e_homo_ev=-7.90 max_force_ha_per_bohr=0.041 orbital_gap_ev=8.5743
C 0.49452 -0.54486 -2.29273
C 0.39077 0.25882 -1.20794
C -0.35871 -0.08255 0.03138
C -1.56728 0.39978 0.33205
N -2.28645 1.38620 -0.37583
C 0.41254 -0.99315 0.94885
C 1.69565 -0.36034 1.53504
H 1.42334 -0.56264 -2.86036
H -0.36677 -0.94170 -2.82457
H 0.59003 1.33633 -1.28178
H -1.99642 -0.00416 1.24499
H -1.66602 2.07771 -0.76955
H -2.89028 1.82685 0.30601
H 0.59162 -1.97066 0.48879
H -0.26350 -1.28650 1.76339
H 2.45953 -0.33170 0.76293
H 1.38096 0.66431 1.74527
H 1.95648 -0.87176 2.45406

=====

21
Properties=species:S:1:pos:R:3 method="wB97M-V/def2-TZVPD" e_lumo_ev="-0.87 / -0.93" e_homo_ev="-5.39 / -5.40" max_force_ha_per_bohr=0.119 orbital_gap_ev="4.5268 / 4.4730"
C -2.12329 0.12180 -1.82358
C -2.01996 -1.19841 -2.38120
C -2.42996 -2.12219 -1.36334
C -3.08452 -1.41117 -0.30936
C -2.77426 0.00311 -0.49320
Lu 0.32285 1.28086 1.05663
P 1.04462 3.33755 -0.38733
H -1.90589 1.09301 -2.30095
H -1.48339 -1.46024 -3.33891
H -2.30388 -3.18717 -1.39729
H -3.14793 0.85915 0.08362
H -3.49275 -1.84265 0.62926
H 0.17314 4.20730 0.50980
H 1.27872 3.77282 -1.78061
H 2.31038 3.04813 0.40392
C 3.65417 -1.21796 2.37820
C 2.47353 -0.90409 1.63860
N 1.50971 -0.46755 1.08824
H 3.71987 -0.63676 3.33359
H 4.58195 -0.98034 1.80567
H 3.69690 -2.29518 2.64826

=====

100
Properties=species:S:1:pos:R:3 method="wB97M-V/def2-TZVPD" smiles="O=NOCOC(=O)OC(=O)C(F)(F)C(F)(F)C(F)(F)C(=O)O.CCOS(C)(=O)=O.CCOS(C)(=O)=O.CCOS(C)(=O)=O.CCOS(C)(=O)=O.CCOS(C)(=O)=O" e_lumo_ev=-0.31 e_homo_ev=-10.66 max_force_ha_per_bohr=0.077 orbital_gap_ev=10.3509
O 0.49657 -3.90753 5.85270
N -0.47812 -3.65061 6.43259
O -1.58030 -3.90966 5.59931
C -2.76610 -3.35410 6.12530
O -3.12515 -2.11926 5.49967
C -3.68253 -2.25360 4.27602
O -4.47734 -1.49408 3.93422
O -3.34327 -3.30985 3.42235
C -2.09146 -3.21166 2.81807
O -1.44764 -4.15280 2.72116
C -1.53548 -1.88614 2.19632
F -0.97665 -2.24178 1.02887
F -2.49337 -1.00697 1.89098
C -0.38732 -1.27387 3.04745
F -0.68277 -1.14948 4.34421
F 0.63070 -2.15163 2.97947
C 0.17165 0.08009 2.52223
F 0.66494 -0.02780 1.29503
F 1.23334 0.37521 3.31269
C -0.81072 1.31050 2.70784
O -0.70743 2.27092 2.07166
O -1.82672 1.22322 3.61233
H -2.58961 -3.14969 7.19100
H -3.59860 -4.06124 5.99791
H -1.55202 1.56460 4.48064
C 0.51675 2.07586 -1.41801
C 0.27949 2.41912 -2.87485
O 1.33699 1.93256 -3.72457
S 1.36340 0.37389 -4.07355
C 2.55508 0.45581 -5.36784
O 0.09870 -0.00185 -4.63087
O 1.94115 -0.33984 -2.97038
H 0.45682 1.00058 -1.24662
H -0.22250 2.55734 -0.77763
H 1.51405 2.39850 -1.11634
H -0.68681 2.04278 -3.21805
H 0.26320 3.50182 -2.99405
H 2.13969 1.03010 -6.19194
H 2.76412 -0.56511 -5.68529
H 3.46135 0.92154 -4.98413
C -3.51245 2.99414 8.70908
C -2.85776 4.30443 8.31500
O -1.49645 4.38580 8.76985
S -0.38250 3.56614 7.97036
C 1.02514 4.33198 8.70408
O -0.44493 3.92762 6.58464
O -0.42705 2.19716 8.38459
H -3.05763 2.15282 8.18570
H -4.57506 3.01017 8.46414
H -3.39559 2.81184 9.77803
H -2.90754 4.46369 7.23586
H -3.38782 5.13065 8.78745
H 1.04008 5.38265 8.42537
H 1.91012 3.82698 8.32150
H 0.96527 4.21470 9.78344
C -2.87102 0.21441 -4.78758
C -3.09444 1.61721 -5.31359
O -4.47395 1.86545 -5.64185
S -5.49612 2.13453 -4.44467
C -6.83393 2.72592 -5.42999
O -4.99384 3.20748 -3.63998
O -5.87297 0.88368 -3.86327
H -3.35299 0.07564 -3.81813
H -1.80095 0.01942 -4.66829
H -3.29660 -0.52452 -5.46875
H -2.73483 2.36806 -4.60592
H -2.53250 1.74976 -6.23801
H -6.53646 3.65667 -5.90643
H -7.68027 2.89470 -4.76688
H -7.08475 1.97040 -6.17070
C 8.36728 0.96280 0.18579
C 7.58358 -0.12585 -0.52260
O 6.20329 0.22893 -0.69430
S 5.82962 1.27568 -1.84600
C 4.08824 1.01266 -1.82929
O 6.36497 0.80413 -3.08960
O 6.10649 2.59883 -1.37386
H 8.44729 1.85666 -0.43298
H 9.37668 0.61845 0.41517
H 7.87049 1.25351 1.11229
H 8.03418 -0.37558 -1.48554
H 7.59374 -1.03184 0.08290
H 3.88203 -0.00134 -2.14381
H 3.63785 1.72111 -2.52120
H 3.71680 1.19131 -0.82250
C 0.78828 -6.48286 -6.85194
C -0.20606 -5.50161 -6.26062
O 0.24978 -4.95938 -5.01185
S 1.37833 -3.82587 -5.04734
C 1.23461 -3.32274 -3.36392
O 0.93531 -2.75678 -5.89644
O 2.65521 -4.44772 -5.22633
H 1.70620 -5.97902 -7.15519
H 0.36498 -6.97239 -7.73011
H 1.06258 -7.24179 -6.11817
H -0.43452 -4.69724 -6.96313
H -1.14135 -6.01828 -6.04675
H 0.25057 -2.88665 -3.20897
H 2.00583 -2.58286 -3.17112
H 1.38146 -4.18976 -2.72352

=====

16
Properties=species:S:1:pos:R:3 method="wB97M-V/def2-TZVPD" relative_energy_ev=4.921 e_lumo_ev="-0.65 / -0.20" e_homo_ev="-8.69 / -9.42" max_force_ha_per_bohr=0.034 orbital_gap_ev="8.0416 / 9.2204"
C 0.65777 -1.47372 -0.28404
C 0.50199 0.05441 -0.59548
C -0.31194 0.12656 -1.92165
C -0.22226 0.51009 0.76864
C -0.26894 1.21636 2.24936
O -1.44292 1.76814 1.94473
H 1.36462 -1.67244 0.52406
H 1.02311 -2.00216 -1.17848
H -0.30537 -1.93204 -0.03173
H 1.51392 0.42375 -0.80698
H 0.21820 -0.40317 -2.73333
H -0.48246 1.14451 -2.27808
H -1.28319 -0.37581 -1.82920
H -1.22833 0.15591 0.63340
H -0.23258 0.47176 3.07651
H 0.49839 1.98784 2.46228